Record 1
{"formula": "C31H24Br2MgN12S", "method": "ωB97M-V/def2-TZVPD", "gap_ev": 7.76, "lumo_energy_ev": -5.98, "e_homo_ev": -13.74, "e_above_lowest_kcal_mol": 0.0, "charge": 2, "symbols": ["Mg", "C", "C", "N", "C", "C", "N", "C", "C", "C", "C", "C", "N", "C", "C", "N", "C", "C", "N", "C", "C", "C", "N", "C", "C", "H", "H", "H", "H", "H", "H", "H", "H", "H", "H", "H", "H", "C", "C", "N", "N", "C", "S", "N", "N", "H", "H", "H", "H", "H", "H", "Br", "C", "C", "C", "N", "C", "C", "C", "C", "C", "Br", "C", "C", "N", "H", "H", "H", "H", "H", "H"], "xyz": [[-0.358, 0.225, -0.506], [0.164, 4.796, -0.247], [-0.271, 3.546, -0.663], [-0.193, 2.482, 0.131], [0.309, 2.668, 1.360], [0.764, 3.923, 1.751], [0.696, 4.981, 0.953], [0.303, 1.479, 2.253], [0.619, 1.523, 3.600], [0.525, 0.361, 4.363], [0.086, -0.802, 3.730], [-0.211, -0.766, 2.380], [-0.083, 0.349, 1.658], [-0.763, -1.922, 1.632], [-0.808, -3.219, 2.135], [-1.355, -4.218, 1.458], [-1.874, -3.934, 0.271], [-1.809, -2.654, -0.257], [-1.248, -1.652, 0.413], [0.853, 0.364, 5.804], [1.508, -0.714, 6.388], [1.800, -0.661, 7.744], [1.475, 0.365, 8.523], [0.843, 1.391, 7.961], [0.517, 1.443, 6.614], [0.084, 5.655, -0.903], [-0.692, 3.407, -1.650], [1.201, 4.086, 2.728], [0.944, 2.440, 4.070], [-0.059, -1.702, 4.310], [-0.383, -3.465, 3.100], [-2.347, -4.740, -0.277], [-2.220, -2.427, -1.233], [1.822, -1.571, 5.806], [2.322, -1.483, 8.220], [0.580, 2.214, 8.616], [-0.020, 2.300, 6.226], [2.000, -3.767, -4.729], [2.461, -3.115, -3.482], [3.652, -3.174, -2.992], [3.590, -2.429, -1.851], [2.392, -1.905, -1.600], [1.970, -0.968, -0.257], [1.649, -2.340, -2.660], [0.288, -2.096, -2.819], [2.840, -4.291, -5.175], [1.623, -3.035, -5.445], [1.209, -4.492, -4.527], [4.409, -2.325, -1.274], [-0.180, -2.988, -2.939], [0.154, -1.548, -3.663], [-6.085, 1.148, -4.064], [-4.529, 0.870, -3.075], [-4.595, 0.377, -1.781], [-3.409, 0.183, -1.103], [-2.207, 0.447, -1.628], [-2.151, 0.948, -2.872], [-3.290, 1.164, -3.628], [-0.780, 1.279, -3.369], [-0.552, 1.841, -4.616], [0.751, 2.156, -4.979], [1.097, 2.923, -6.645], [1.786, 1.901, -4.093], [1.469, 1.334, -2.872], [0.220, 1.024, -2.512], [-5.541, 0.149, -1.310], [-3.414, -0.200, -0.089], [-3.238, 1.561, -4.630], [-1.360, 2.049, -5.301], [2.811, 2.139, -4.338], [2.240, 1.112, -2.143]], "atomic_forces_ev_per_a": [[0.1, 0.1, 0.0], [0.0, 0.0, 0.0], [0.0, 0.0, 0.1], [0.2, -0.1, -0.1], [-0.1, 0.0, 0.0], [0.0, 0.1, 0.0], [0.0, 0.0, 0.0], [0.0, 0.0, -0.1], [0.0, 0.0, 0.0], [0.0, 0.0, 0.0], [0.0, 0.0, 0.0], [0.0, 0.0, 0.0], [-0.1, 0.0, 0.0], [0.0, 0.0, -0.1], [0.0, 0.0, 0.0], [0.0, 0.0, 0.0], [0.0, 0.0, 0.0], [0.0, 0.0, 0.0], [0.1, -0.2, 0.0], [0.0, 0.0, 0.0], [0.0, 0.0, 0.0], [0.0, 0.0, 0.0], [0.0, 0.0, 0.0], [0.0, 0.0, 0.0], [0.0, 0.0, 0.0], [0.0, 0.0, 0.0], [0.0, 0.0, 0.0], [0.0, 0.0, 0.0], [0.0, 0.0, 0.0], [0.0, 0.0, 0.0], [0.0, 0.0, 0.0], [0.0, 0.0, 0.0], [0.0, 0.0, 0.0], [0.0, 0.0, 0.0], [0.0, 0.0, 0.0], [0.0, 0.0, 0.0], [0.0, 0.0, 0.0], [0.0, 0.0, 0.0], [-0.1, 0.0, 0.0], [0.0, 0.0, 0.1], [0.1, 0.0, 0.1], [-0.1, -0.1, -0.1], [-0.1, 0.1, 0.0], [0.0, 0.0, 0.0], [0.0, 0.0, 0.0], [0.0, 0.0, 0.0], [0.0, 0.0, 0.0], [0.0, 0.0, 0.0], [0.0, 0.0, 0.0], [0.0, 0.0, 0.0], [0.0, 0.0, 0.0], [0.0, 0.0, 0.0], [0.0, 0.0, 0.0], [0.0, 0.0, 0.1], [0.1, 0.0, 0.0], [-0.1, 0.1, 0.1], [0.1, 0.0, 0.0], [0.0, 0.0, 0.0], [0.0, 0.0, 0.0], [0.0, 0.0, 0.0], [0.0, 0.0, 0.0], [0.0, 0.0, 0.0], [0.1, 0.0, 0.0], [-0.1, 0.0, 0.0], [0.0, -0.1, 0.0], [0.0, 0.0, 0.0], [0.0, 0.0, 0.0], [0.0, 0.0, 0.0], [0.0, 0.0, 0.0], [0.0, 0.0, 0.0], [0.0, 0.0, 0.0]]}



Record 2
{"formula": "C3H11N4", "method": "ωB97M-V/def2-TZVPD", "gap_ev": [8.39, 4.57], "lumo_energy_ev": [-8.21, -12.02], "multiplicity": 2, "e_homo_ev": [-16.60, -16.59], "e_above_lowest_kcal_mol": 31.7, "charge": 2, "symbols": ["C", "C", "N", "N", "H", "H", "H", "H", "H", "H", "H", "N", "C", "N", "H", "H", "H", "H"], "xyz": [[1.497, -0.840, 0.765], [1.520, -0.289, -0.499], [2.811, -0.226, -1.204], [0.381, -1.033, 1.451], [2.409, -1.223, 1.219], [0.650, -0.008, -1.075], [2.987, 0.734, -1.534], [3.576, -0.462, -0.553], [2.943, -0.880, -1.992], [-0.550, -0.876, 0.939], [0.449, -1.717, 2.207], [-2.410, 1.882, 0.239], [-2.173, 0.780, -0.504], [-1.911, -0.373, 0.031], [-2.286, 2.773, -0.222], [-2.122, 1.872, 1.208], [-2.260, 0.963, -1.577], [-2.172, -1.097, -0.641]], "atomic_forces_ev_per_a": [[-0.4, -0.6, 1.2], [0.1, -0.2, -0.8], [0.4, 0.1, 0.8], [1.1, -0.8, -1.4], [0.1, 0.2, 0.0], [-0.1, 0.1, 0.1], [0.1, 0.0, -0.2], [0.0, 0.2, -0.1], [-0.5, 0.1, -0.1], [-1.0, 0.7, 0.2], [-0.2, 0.5, 0.4], [1.3, -0.1, -0.5], [-0.5, 0.6, 0.8], [0.4, -0.4, -0.5], [-0.3, 0.0, 0.1], [-0.4, -0.1, 0.1], [-0.4, -0.3, 0.0], [0.4, 0.0, 0.0]]}



Record 3
{"formula": "C3H9NS", "method": "ωB97M-V/def2-TZVPD", "gap_ev": 9.25, "smiles": "CNCSC", "lumo_energy_ev": 1.01, "e_homo_ev": -8.24, "e_above_lowest_kcal_mol": 33.0, "symbols": ["C", "N", "C", "S", "C", "H", "H", "H", "H", "H", "H", "H", "H", "H"], "xyz": [[-1.566, -1.214, 0.296], [-0.232, -0.980, -0.254], [-0.215, 0.175, -1.152], [1.280, 1.233, -1.106], [1.693, 1.192, 0.635], [-2.349, -0.933, -0.388], [-1.638, -0.489, 1.134], [-1.574, -2.218, 0.726], [0.720, -1.130, -0.010], [-0.421, -0.022, -2.210], [-0.967, 0.883, -0.742], [2.490, 1.900, 0.833], [0.863, 1.428, 1.313], [1.916, 0.174, 0.925]], "atomic_forces_ev_per_a": [[2.4, 0.6, 2.3], [-0.2, 1.5, -3.5], [-0.7, 1.0, 1.5], [0.3, -0.4, -0.5], [-1.0, -0.3, 0.7], [-0.1, -0.6, -0.5], [-0.7, -0.4, 0.0], [-0.6, 0.0, -0.3], [-0.2, -1.2, 1.3], [0.1, -0.1, 0.1], [-0.1, -0.4, -0.6], [0.2, -0.2, -0.1], [-0.1, 0.4, -0.4], [0.8, -0.1, 0.1]]}



Record 4
{"formula": "C7H10ClF3", "method": "ωB97M-V/def2-TZVPD", "gap_ev": [10.01, 6.30], "lumo_energy_ev": [0.48, -1.23], "e_homo_ev": [-9.53, -7.53], "symbols": ["C", "C", "C", "C", "C", "C", "C", "F", "F", "F", "Cl", "H", "H", "H", "H", "H", "H", "H", "H", "H", "H"], "xyz": [[0.685, 0.270, -1.140], [-0.350, -0.165, -0.120], [2.014, 0.598, -0.450], [2.421, -0.615, 0.341], [-0.845, -1.563, -0.227], [-2.460, 0.675, 0.796], [-0.936, 0.829, 0.858], [1.804, 1.655, 0.421], [2.827, 1.167, -1.296], [2.151, -1.774, -0.413], [4.062, -0.671, 0.898], [0.723, -0.521, -1.962], [0.404, 1.268, -1.551], [-1.487, -1.659, -1.135], [-1.463, -1.762, 0.610], [0.047, -2.063, -0.242], [-2.749, -0.475, 0.954], [-2.760, 0.940, -0.153], [-2.881, 1.306, 1.460], [-0.541, 0.748, 1.840], [-0.667, 1.812, 0.510]], "atomic_forces_ev_per_a": [[-1.2, 0.0, -0.4], [1.1, 0.8, 0.1], [-2.7, 0.2, 0.9], [1.0, -1.4, -1.4], [-1.8, 2.6, -0.7], [1.9, -4.5, 0.3], [-0.6, -0.7, -1.9], [-0.4, -0.5, 0.7], [2.4, -0.2, -1.8], [0.5, 1.3, 1.1], [-0.7, 0.1, 0.1], [0.5, 1.3, 1.0], [0.0, -0.7, -0.1], [0.6, -0.3, 0.3], [-0.3, -0.8, 0.8], [1.7, -2.4, -0.3], [0.2, 2.8, 0.0], [-0.9, 0.5, -2.2], [-1.8, 1.7, 2.4], [0.3, -0.4, 1.1], [0.1, 0.5, 0.0]]}



Record 5
{"formula": "C4H10N2O2", "method": "ωB97M-V/def2-TZVPD", "gap_ev": 8.83, "lumo_energy_ev": 0.34, "e_homo_ev": -8.49, "e_above_lowest_kcal_mol": 137.8, "symbols": ["C", "C", "C", "N", "N", "C", "O", "O", "H", "H", "H", "H", "H", "H", "H", "H", "H", "H"], "xyz": [[2.541, 0.023, -0.929], [-0.756, 2.377, -0.468], [-1.598, -2.008, 1.229], [0.363, 0.645, -0.393], [-0.477, -1.298, 0.639], [-0.523, 0.034, 0.390], [1.160, -0.213, -1.192], [-1.470, 0.778, 0.772], [0.170, -1.810, 0.057], [2.820, 1.046, -1.198], [3.091, -0.682, -1.552], [2.780, -0.149, 0.125], [-1.192, 2.869, 0.388], [-1.428, 2.131, -1.277], [0.175, 2.829, -0.772], [-1.235, -2.923, 1.696], [-2.053, -1.383, 1.994], [-2.366, -2.263, 0.490]], "atomic_forces_ev_per_a": [[0.0, 0.0, 0.0], [1.3, -0.4, -0.7], [0.0, 0.1, 0.0], [-0.1, 0.7, 0.3], [0.3, 0.1, 0.1], [-1.6, 0.0, -0.4], [-0.2, 0.5, 0.2], [0.6, -0.9, 0.5], [0.0, 0.1, 0.1], [0.0, -0.1, 0.0], [0.0, 0.0, 0.0], [-0.1, 0.0, -0.1], [0.0, -0.3, 0.1], [0.0, 0.0, 0.1], [-0.1, 0.2, -0.2], [0.0, 0.0, 0.0], [0.0, 0.0, -0.1], [0.1, 0.0, 0.0]]}



Number 1: DFT total energy -7598.81497 hartree. Number 2: DFT total energy -339.21623 hartree. Number 3: DFT total energy -572.58748 hartree. Number 4: DFT total energy -1032.36183 hartree. Number 5: DFT total energy -418.24140 hartree.